[1]
# C5H8N2S

The molecule C5H8N2S (ωB97M-V with the def2-TZVPD basis set, the Open Molecules 2025 dataset).

```
! wB97M-V def2-TZVPD RIJCOSX def2/J DEFGRID3
* xyz 0 1
C 2.28170 0.12741 -0.59697
C 0.63607 -0.42362 1.03124
C -0.47015 -1.39912 0.49300
C 1.00068 0.53233 -0.09838
C -0.12349 0.51701 -1.15997
N 3.31674 -0.14501 -1.00358
N -1.22293 1.33025 -0.86514
S -0.40530 -1.27258 -1.33329
H 0.12883 0.01413 1.80088
H 1.53909 -0.97132 1.32022
H -0.42771 -2.42408 0.90588
H -1.49596 -0.95264 0.83024
H 1.20234 1.64941 0.14018
H 0.25833 0.96598 -2.13792
H -1.37921 1.90772 -1.70431
H -2.09138 1.13192 -0.36582
*
```

Calculated values
frontier orbital gap	9.498	eV
structure (SMILES)	N#C[C@@H]1CCS[C@H]1N
E_LUMO	0.63	eV
ΔE to the lowest compared entry with this formula, charge and spin	32.6	kcal per mole

natural (NBO) atomic charges, in units of e: C 0.2882; C -0.4077; C -0.5277; C -0.3673; C -0.1464; N -0.3220; N -0.8750; S 0.1861; H 0.2209; H 0.2329; H 0.2452; H 0.1940; H 0.2671; H 0.2347; H 0.3813; H 0.3956



[2]
# C39H106N2O13

A cluster of 13 separate species, C39H106N2O13 in total (ωB97M-V with the def2-TZVPD basis set, the Open Molecules 2025 dataset).

```
! wB97M-V def2-TZVPD RIJCOSX def2/J DEFGRID3
* xyz 0 1
C 2.99988 2.82656 -2.98979
C 1.77749 3.80203 -2.80576
C 1.39229 4.05399 -1.38687
O 2.26847 5.01178 -3.27750
H 3.94506 3.17469 -2.57323
H 3.22251 2.52264 -4.01261
H 2.81972 1.90905 -2.42958
H 0.90291 3.49774 -3.38075
H 0.58761 4.78587 -1.31677
H 2.29341 4.44227 -0.91219
H 1.01578 3.12045 -0.96871
H 2.27211 4.87201 -4.22726
C 4.59506 -2.65507 2.09908
C 3.38411 -3.58726 2.33478
C 3.53015 -4.72470 3.36807
O 2.29042 -2.74284 2.71237
H 4.98508 -2.15872 2.98769
H 4.32068 -1.87706 1.38669
H 5.32458 -3.27458 1.57744
H 3.12875 -4.00812 1.36227
H 4.47558 -5.24147 3.20307
H 2.69380 -5.41354 3.24924
H 3.45634 -4.30572 4.37162
H 2.56930 -2.36957 3.55171
C -1.20415 3.74031 5.20589
C -0.93909 2.24760 5.52501
C -0.55652 1.46086 4.24182
O 0.12062 2.26120 6.42147
H -0.30825 4.32890 5.00837
H -1.72759 4.13364 6.07734
H -1.88364 3.74448 4.35362
H -1.84659 1.80876 5.93970
H -1.36044 1.37589 3.51066
H -0.35864 0.42980 4.53487
H 0.31565 1.86645 3.72907
H 0.95323 2.43421 5.97602
C 2.10336 -3.58600 -1.52067
C 0.85853 -4.49068 -1.37332
C 0.85058 -5.34680 -0.10598
O -0.27096 -3.63674 -1.30841
H 2.22396 -2.93529 -0.65457
H 2.10407 -2.91790 -2.38191
H 2.94158 -4.28148 -1.56319
H 0.78769 -5.14352 -2.24331
H 1.65440 -6.08175 -0.06355
H -0.06288 -5.93908 -0.05225
H 0.89967 -4.62889 0.71275
H 0.00367 -3.17396 -0.51341
C 3.99462 -0.55952 -1.36754
C 5.24944 -0.04068 -2.00597
C 6.41463 0.07383 -1.05529
O 5.56148 -0.79885 -3.13868
H 3.18451 -0.56244 -2.09679
H 3.69071 0.09343 -0.54938
H 4.22579 -1.53008 -0.92861
H 5.11230 0.97882 -2.36642
H 6.62348 -0.90439 -0.62220
H 6.24561 0.86799 -0.32807
H 7.27352 0.40662 -1.63809
H 6.21960 -0.25489 -3.57752
C 0.46571 1.83225 -5.78223
C 0.23005 0.40850 -5.33318
C 0.34317 0.20291 -3.84137
O -1.12000 0.08508 -5.64221
H -0.32955 2.54183 -5.55388
H 0.50461 2.00233 -6.85818
H 1.41385 2.22288 -5.41271
H 0.90498 -0.25489 -5.87399
H 1.30509 0.55268 -3.46659
H 0.16005 -0.80110 -3.45859
H -0.37470 0.75576 -3.23547
H -1.71562 0.46985 -4.99506
C -1.11197 -3.95711 3.55194
C -2.49575 -3.77546 3.02251
C -2.48715 -4.26841 1.60250
O -3.45851 -4.45573 3.74348
H -0.49232 -3.15164 3.15783
H -0.64069 -4.87691 3.20559
H -1.06371 -3.96197 4.64086
H -2.67425 -2.70269 3.09601
H -1.85824 -3.69097 0.92492
H -3.48156 -4.25607 1.15629
H -2.05659 -5.26640 1.52045
H -3.32729 -4.17487 4.65205
C -4.19599 -0.05572 2.53166
C -4.98288 1.00097 1.84075
C -6.02260 0.47196 0.89783
O -5.59909 1.69055 2.95175
H -3.48337 -0.52691 1.85471
H -4.78799 -0.91735 2.84028
H -3.71021 0.28186 3.44716
H -4.24473 1.62650 1.33881
H -5.51997 -0.26486 0.27130
H -6.47249 1.19384 0.21622
H -6.71975 -0.17579 1.42934
H -6.23517 2.26967 2.52557
C 0.68641 0.47152 0.50952
C -0.43605 -0.57696 0.74001
C -1.54374 -0.58983 -0.31522
O 0.11933 -1.85762 0.74792
H 1.29843 0.74956 1.36756
H 0.25810 1.41858 0.18131
H 1.35816 0.10539 -0.26687
H -0.93042 -0.44141 1.70193
H -2.37844 -1.27072 -0.14857
H -1.09021 -0.73353 -1.29591
H -2.15147 0.31204 -0.38875
H 0.59919 -1.96331 1.57264
C -4.53004 4.71011 0.79811
C -3.44467 4.67773 -0.25838
C -2.73193 3.34378 -0.47781
O -4.06702 4.96641 -1.45007
H -4.93293 5.72240 0.83058
H -4.12222 4.37197 1.75071
H -5.23839 3.92266 0.54070
H -2.74119 5.45604 0.03733
H -3.44255 2.55339 -0.71947
H -2.12836 2.99388 0.35967
H -2.13748 3.45469 -1.38469
H -4.32015 5.89114 -1.40109
C -3.80117 -2.93900 -4.86039
C -2.89569 -2.96496 -3.64670
C -3.65583 -3.45013 -2.43198
O -4.65965 -2.57281 -2.02612
C -5.34739 -2.93489 -0.82604
N -1.70288 -3.73673 -4.01258
H -4.40032 -3.83637 -5.01477
H -3.23394 -2.64137 -5.74230
H -4.54467 -2.14414 -4.80130
H -2.62828 -1.91849 -3.50008
H -2.98772 -3.52525 -1.57402
H -4.04559 -4.44239 -2.65915
H -5.85430 -3.89753 -0.89288
H -6.09545 -2.16416 -0.64037
H -4.79079 -2.93943 0.11113
H -1.11378 -3.68205 -3.19399
H -1.21154 -3.25067 -4.74908
C 3.91220 4.71810 1.71741
C 5.16541 4.12004 2.41177
C 5.17514 2.59902 2.20162
O 4.04246 2.11246 2.90262
C 3.99485 0.66686 2.93252
N 6.31167 4.76531 1.76317
H 2.96712 4.30622 2.07138
H 3.94126 4.53777 0.64281
H 3.85687 5.80612 1.75292
H 5.05872 4.41723 3.45503
H 6.13985 2.18401 2.49350
H 5.10670 2.49242 1.11901
H 4.89234 0.20207 3.34066
H 3.66840 0.19882 2.00383
H 3.29067 0.34294 3.69890
H 7.12725 4.63781 2.34512
H 6.21883 5.77053 1.79503
C -4.21435 0.81134 -3.23828
O -2.95254 1.24381 -3.64751
H -4.33488 1.01480 -2.17424
H -5.01759 1.31059 -3.78017
H -4.25761 -0.27313 -3.33905
H -3.08660 2.19238 -3.70949
*
```

Calculated values
frontier orbital gap	8.995	eV
E_LUMO	0.31	eV
ΔE to the lowest compared entry with this formula, charge and spin	29.1	kcal per mole

Atom charges from the Löwdin analysis, given in e for atoms 1 to 99: C -0.0453; C -0.5016; C -0.0377; O -0.0439; H 0.0779; H 0.0705; H 0.0434; H 0.1201; H 0.0849; H 0.0718; H 0.0616; H 0.0914; C -0.0415; C -0.4532; C -0.0289; O -0.0780; H 0.0757; H 0.0479; H 0.0844; H 0.1116; H 0.0812; H 0.0765; H 0.0790; H 0.0843; C -0.0530; C -0.4851; C -0.0577; O -0.0486; H 0.0790; H 0.0756; H 0.0655; H 0.1380; H 0.0554; H 0.0739; H 0.0733; H 0.0897; C -0.0429; C -0.4610; C -0.0415; O -0.0913; H 0.0543; H 0.0776; H 0.0834; H 0.1366; H 0.0816; H 0.0810; H 0.0649; H 0.0211; C -0.0530; C -0.5439; C -0.0406; O -0.0220; H 0.0715; H 0.0672; H 0.0727; H 0.1148; H 0.0857; H 0.0687; H 0.0805; H 0.0901; C -0.0578; C -0.4537; C -0.0540; O -0.0656; H 0.0802; H 0.0786; H 0.0544; H 0.1417; H 0.0538; H 0.0736; H 0.0680; H 0.0348; C -0.0544; C -0.5373; C -0.0418; O -0.0129; H 0.0625; H 0.0823; H 0.0840; H 0.1234; H 0.0613; H 0.0640; H 0.0845; H 0.0902; C -0.0641; C -0.4949; C -0.0422; O -0.0524; H 0.0580; H 0.0882; H 0.0812; H 0.1084; H 0.0552; H 0.0854; H 0.0954; H 0.0750; C -0.0067; C -0.4386; C -0.0224



[3]
# C2H2CoO2

A structure of composition C2H2CoO2 (ωB97M-V with the def2-TZVPD basis set, the Open Molecules 2025 dataset).

```
! wB97M-V def2-TZVPD RIJCOSX def2/J DEFGRID3
* xyz 1 5
O -0.23247 0.05922 1.92509
C -0.64742 0.03610 0.76049
C 0.28041 0.15202 -0.31363
O -0.11518 0.02438 -1.51195
H 1.36504 0.26819 -0.12422
Co -1.51227 -0.71230 -2.45137
H 0.86189 0.17239 1.71558
*
```

Calculated values
frontier orbital gap (spin up / spin down)	8.058 / 7.254	eV
<S²>	6.0329
E_LUMO (spin up / spin down)	-5.38 / -6.48	eV
ΔE to the lowest compared entry with this formula, charge and spin	79.6	kcal per mole

natural (NBO) atomic charges, in units of e: O -0.5604; C 0.5081; C 0.0949; O -0.7148; H 0.1900; Co 0.9589; H 0.5232



| no. | molar mass (g/mol) |
| --- | --- |
| 1 | 128.20 |
| 2 | 811.28 |
| 3 | 116.97 |